{"formula": "C22H19N5O6Pt", "method": "the ωB97M-V functional and the def2-TZVPD basis", "homo_energy_ha": -0.2943, "spin_multiplicity": 1, "homo_lumo_gap_ev": 7.221, "de_lowest_kj_mol": 222.7, "lumo_ev": -0.79, "e_tot_ha": -1694.1830, "symbols": ["Pt", "O", "O", "O", "O", "O", "O", "N", "N", "N", "N", "N", "C", "C", "C", "C", "C", "C", "C", "C", "C", "C", "C", "C", "C", "C", "C", "C", "C", "C", "C", "C", "C", "C", "H", "H", "H", "H", "H", "H", "H", "H", "H", "H", "H", "H", "H", "H", "H", "H", "H", "H", "H"], "positions_angstrom": [[2.1938, -1.2838, 0.4872], [3.5056, -1.3088, 2.2615], [0.6406, -2.6857, 0.9428], [-0.1864, 0.6168, -1.9618], [2.8164, 5.6301, 3.3756], [3.2233, 0.4001, 0.0853], [2.9991, 4.2159, 4.9896], [4.3708, -2.6164, -0.2550], [2.9386, 4.5002, 3.8068], [-1.4153, -2.1170, -0.1090], [0.5073, -1.0685, -0.5520], [5.5631, -1.7824, -0.3916], [-3.7852, -3.0860, -3.4659], [3.0126, 3.4078, 2.8437], [-3.4056, 2.1526, 0.5101], [-3.8280, -0.5738, 0.4403], [-2.4788, -1.4561, -2.2607], [-3.8427, -2.2424, -4.5625], [2.9889, 2.6681, 0.5639], [-4.7068, 0.2416, 1.1314], [-0.1116, -2.0395, 0.1521], [3.1241, 1.3289, 0.9876], [2.9224, 3.6894, 1.4768], [3.1805, 2.1220, 3.3032], [-3.2184, -1.0054, -4.5065], [3.5048, -0.2532, 2.8982], [-1.7980, -0.9933, -0.9796], [-4.4950, 1.6128, 1.1694], [3.2290, 1.0690, 2.3876], [-2.5209, 1.3361, -0.1824], [-3.1061, -2.6948, -2.3214], [-0.3937, -0.3401, -1.2574], [-2.7203, -0.0374, -0.2138], [-2.5441, -0.6087, -3.3634], [-5.1803, 2.2544, 1.7072], [-3.2344, 3.2206, 0.5313], [-2.0612, 0.3567, -3.3229], [-3.2551, -0.3406, -5.3596], [4.2883, -3.1196, -1.1339], [5.5979, -1.2552, 0.4788], [-4.2643, -4.0557, -3.4980], [3.7875, -0.3030, 3.9591], [-5.5605, -0.1926, 1.6347], [5.2909, -1.0625, -1.0580], [2.9123, 2.8565, -0.4969], [3.2745, 1.9372, 4.3642], [-1.6799, 1.7731, -0.6991], [-4.3691, -2.5483, -5.4569], [-2.0475, -2.6723, 0.4395], [4.6278, -3.3423, 0.4091], [-4.0285, -1.6384, 0.3963], [-3.0588, -3.3809, -1.4861], [2.7965, 4.7147, 1.1610]], "forces_ev_per_angstrom": [[0.3, 0.7, 0.8], [-0.3, -0.2, -0.1], [-0.2, 0.1, -0.4], [-0.1, 0.0, 0.1], [0.0, 0.0, 0.0], [-0.2, -0.2, -0.3], [0.0, 0.0, 0.0], [0.1, -0.3, 0.0], [0.0, 0.0, 0.1], [0.0, -0.1, 0.0], [0.0, -0.2, 0.0], [0.0, 0.2, 0.0], [0.0, 0.0, 0.0], [0.0, -0.2, 0.1], [0.0, 0.1, 0.0], [0.0, 0.0, 0.0], [0.0, -0.1, 0.0], [0.0, 0.0, 0.0], [0.0, 0.2, 0.1], [0.0, 0.0, 0.0], [0.3, -0.1, 0.0], [0.2, -0.2, -0.1], [0.0, -0.1, -0.1], [0.0, 0.2, -0.1], [0.0, 0.0, 0.0], [0.2, 0.2, -0.1], [0.0, 0.1, 0.0], [0.0, 0.0, 0.0], [-0.1, -0.1, 0.0], [0.0, -0.1, 0.0], [0.1, 0.0, 0.0], [-0.2, 0.0, -0.1], [0.0, 0.0, 0.0], [0.0, 0.0, 0.1], [0.0, 0.0, 0.0], [0.0, 0.0, 0.0], [0.0, 0.0, 0.0], [0.0, 0.0, 0.0], [0.0, 0.1, 0.0], [0.0, -0.1, 0.0], [0.0, 0.0, 0.0], [0.0, 0.0, 0.0], [0.0, 0.0, 0.0], [0.0, 0.0, 0.0], [0.0, 0.0, 0.0], [0.0, 0.0, 0.0], [0.0, 0.0, 0.0], [0.0, 0.0, 0.0], [0.0, 0.1, 0.1], [0.0, 0.0, 0.0], [0.0, 0.0, 0.0], [0.0, 0.0, 0.0], [0.0, 0.0, 0.0]], "mulliken_charge": [0.922, -0.630, -0.715, -0.632, -0.628, -1.097, -0.625, -0.341, 1.018, 0.166, -0.104, -0.674, -0.799, -0.359, -0.851, -0.289, -0.702, -0.392, -0.671, -0.905, 0.282, 0.654, -0.423, -0.630, -0.856, -0.037, 2.270, -0.390, 0.694, -0.224, -0.155, 0.233, -0.012, -0.189, 0.390, 0.407, 0.463, 0.395, 0.243, 0.281, 0.388, 0.370, 0.385, 0.309, 0.470, 0.502, 0.508, 0.390, 0.291, 0.241, 0.269, 0.302, 0.487]}

***

{"formula": "C29H30N3PPt", "method": "the ωB97M-V functional and the def2-TZVPD basis", "homo_energy_ha": -0.2841, "spin_multiplicity": 1, "homo_lumo_gap_ev": 8.046, "de_lowest_kj_mol": 0.0, "lumo_ev": 0.31, "e_tot_ha": -1748.0283, "symbols": ["Pt", "P", "N", "N", "N", "C", "C", "C", "C", "C", "C", "C", "C", "C", "C", "C", "C", "C", "C", "C", "C", "C", "C", "C", "C", "C", "C", "C", "C", "C", "C", "C", "C", "C", "H", "H", "H", "H", "H", "H", "H", "H", "H", "H", "H", "H", "H", "H", "H", "H", "H", "H", "H", "H", "H", "H", "H", "H", "H", "H", "H", "H", "H", "H"], "positions_angstrom": [[0.7987, 0.2319, 0.3845], [-1.4895, 0.1487, -0.0071], [5.2506, -6.3819, 1.7516], [1.0551, 2.3977, 0.7439], [0.0212, 3.1342, -1.8586], [4.1030, -2.0349, 0.0119], [0.1749, -1.6820, 0.1531], [-3.5024, 1.2319, -1.7079], [-4.1043, 0.2389, 3.1444], [4.8637, -5.3097, 1.5986], [2.1906, 3.8334, -0.9389], [-4.0457, 1.4794, -2.9633], [2.8390, -0.0161, 0.8065], [0.7466, -2.9579, 0.1199], [2.2860, 3.1620, 0.4320], [3.3989, -1.3706, 1.0199], [3.6948, -3.3181, 2.4329], [-1.2242, -1.6234, 0.0231], [-4.3127, 1.5986, 3.3186], [3.2196, -2.0374, 2.2364], [1.4797, 2.9696, -1.9852], [-2.0433, -2.7320, -0.1467], [-0.0612, -4.0783, -0.0304], [4.5859, -3.3176, 0.1936], [-1.4448, -3.9798, -0.1626], [-2.6507, 0.6880, 1.2768], [-3.2773, -0.2173, 2.1262], [-3.6865, 2.5091, 2.4761], [-3.4060, 1.0244, -4.1053], [-2.8544, 2.0559, 1.4655], [4.3776, -3.9722, 1.4063], [-1.6765, 0.0609, -2.7439], [-2.2197, 0.3079, -3.9937], [-2.3114, 0.5257, -1.5890], [-1.7196, -0.0585, -4.8810], [3.3763, 0.4733, -0.0169], [4.2569, -1.5361, -0.9375], [1.8404, 3.2215, -2.9868], [1.6391, 4.7744, -0.8536], [-4.9584, 1.9511, 4.1122], [-2.0423, -4.8742, -0.2843], [-4.5849, -0.4724, 3.8036], [-3.8319, 1.2198, -5.0809], [3.0094, 0.5785, 1.7124], [2.6696, -1.5435, 3.0287], [-4.9756, 2.0275, -3.0445], [3.1275, 2.4722, 0.4506], [1.8123, -3.1001, 0.2084], [0.4006, -5.0587, -0.0512], [-3.1143, -2.6222, -0.2772], [-3.1075, -1.2790, 2.0000], [1.7081, 1.9134, -1.8152], [3.1995, 4.0925, -1.2636], [3.5387, -3.8246, 3.3762], [0.2827, 2.8315, 0.2388], [-4.0172, 1.5868, -0.8244], [5.1195, -3.8231, -0.6005], [-0.4738, 2.3365, -2.2424], [-2.3620, 2.7698, 0.8122], [-0.2925, 3.9516, -2.3680], [2.4681, 3.9172, 1.1995], [-3.8430, 3.5716, 2.6111], [0.8522, 2.4370, 1.7368], [-0.7532, -0.5030, -2.6516]], "forces_ev_per_angstrom": [[-0.1, 0.1, -0.1], [0.1, -0.1, 0.1], [0.0, 0.0, 0.0], [0.0, -0.1, 0.1], [0.0, 0.0, 0.0], [0.0, 0.0, 0.0], [0.0, 0.0, 0.1], [0.0, 0.0, 0.0], [0.0, 0.0, 0.0], [0.0, 0.0, 0.0], [-0.1, -0.1, 0.0], [0.0, 0.0, 0.0], [0.1, 0.0, 0.0], [0.0, 0.0, 0.0], [0.1, 0.0, -0.1], [0.0, 0.0, 0.0], [0.0, 0.0, 0.0], [0.0, 0.0, -0.1], [0.0, 0.0, 0.0], [0.0, 0.0, 0.0], [0.0, 0.0, 0.0], [0.0, 0.0, 0.0], [0.1, 0.0, 0.0], [0.0, 0.0, 0.0], [0.0, 0.0, 0.0], [0.0, 0.0, 0.0], [0.0, 0.0, 0.0], [0.0, 0.0, 0.0], [0.0, 0.0, 0.0], [0.0, 0.0, 0.0], [0.0, 0.0, 0.0], [0.1, 0.0, 0.0], [0.0, 0.0, 0.0], [0.0, 0.0, 0.0], [0.0, 0.0, 0.0], [0.0, -0.1, 0.1], [0.0, 0.0, 0.0], [0.0, 0.0, 0.0], [0.0, 0.0, 0.0], [0.0, 0.0, 0.0], [0.0, 0.0, 0.0], [0.0, 0.0, 0.0], [0.0, 0.0, 0.0], [0.0, 0.0, 0.0], [0.0, 0.0, 0.0], [0.0, 0.0, 0.0], [0.0, 0.0, 0.0], [0.0, 0.0, 0.0], [0.0, 0.0, 0.0], [0.0, 0.0, 0.0], [0.0, 0.0, 0.0], [0.0, 0.0, 0.0], [0.0, 0.0, 0.0], [0.0, 0.0, 0.0], [0.0, 0.0, 0.0], [0.0, 0.0, 0.0], [0.0, 0.0, 0.0], [0.0, 0.0, 0.0], [0.0, 0.0, 0.0], [0.0, 0.0, 0.0], [0.0, 0.0, 0.0], [0.0, 0.0, 0.0], [0.0, 0.1, 0.0], [0.0, 0.0, 0.0]], "mulliken_charge": [1.094, 0.567, -0.538, -0.680, -0.356, -0.350, -0.458, -0.407, -0.625, -0.017, -0.696, -0.636, -1.192, 0.128, -0.583, 0.130, -0.826, -0.159, -0.568, -0.128, -0.471, -0.303, -0.710, -0.741, -0.785, 0.409, -0.542, -0.628, -0.563, -0.408, 0.507, -0.455, -0.572, 0.519, 0.412, 0.448, 0.364, 0.507, 0.308, 0.382, 0.403, 0.403, 0.386, 0.618, 0.427, 0.414, 0.235, 0.321, 0.421, 0.532, 0.347, 0.098, 0.410, 0.440, 0.093, 0.398, 0.433, 0.022, 0.371, 0.237, 0.397, 0.406, 0.362, 0.449]}

***

{"formula": "C17H32N2O4", "method": "the ωB97M-V functional and the def2-TZVPD basis", "homo_energy_ha": -0.3618, "spin_multiplicity": 1, "homo_lumo_gap_ev": 10.429, "de_lowest_kj_mol": 0.0, "smiles": "CCC(=O)OCCCOCCOC.CCCC#N.CCCC#N", "lumo_ev": 0.58, "e_tot_ha": -1077.3721, "symbols": ["O", "O", "O", "O", "N", "N", "C", "C", "C", "C", "C", "C", "C", "C", "C", "C", "C", "C", "C", "C", "C", "C", "C", "H", "H", "H", "H", "H", "H", "H", "H", "H", "H", "H", "H", "H", "H", "H", "H", "H", "H", "H", "H", "H", "H", "H", "H", "H", "H", "H", "H", "H", "H", "H", "H"], "positions_angstrom": [[-1.9104, 3.2087, 0.1932], [-0.2446, 1.7418, 0.6500], [2.2067, 0.3603, -1.4919], [5.1401, 0.4077, -0.3938], [-5.1015, -2.3149, -0.0792], [-1.1658, -1.7597, -1.7582], [-3.0733, -1.1851, 1.1104], [-0.5941, -2.6541, -1.3214], [-1.9188, -4.8645, 0.3178], [0.1287, -3.7875, -0.7502], [-0.4687, 0.9261, -0.5130], [-0.7811, 2.9897, 0.5858], [-4.2139, -1.8105, 0.4451], [0.1518, 4.0850, 1.0531], [1.1986, 0.7003, -2.4177], [3.9351, 0.9995, 0.0215], [-0.7495, -5.0390, -0.6450], [0.0676, 1.5373, -1.8088], [-3.0932, -1.4049, 2.6260], [6.1031, 1.3265, -0.8872], [0.4709, 5.0620, -0.0894], [-4.2765, -0.7293, 3.3091], [3.0303, 1.4393, -1.1223], [6.2598, 1.1379, -1.9498], [-4.2273, -0.8707, 4.3888], [-2.1614, -1.6030, 0.6859], [3.3984, 0.2486, 0.5983], [1.3726, 4.7366, -0.6075], [-0.3476, 5.1449, -0.7970], [-1.5665, -4.5984, 1.3174], [0.9992, -3.9892, -1.3763], [0.4330, 2.5530, -1.6704], [-3.1061, -2.4754, 2.8423], [5.7489, 2.3516, -0.7783], [-2.1633, -1.0072, 3.0373], [0.5057, -3.5051, 0.2349], [0.7051, 6.0365, 0.3319], [-1.5124, 0.6487, -0.6229], [-4.2813, 0.3437, 3.1099], [1.0793, 3.6347, 1.4009], [-0.3043, 4.5888, 1.9018], [-2.6044, -4.0868, -0.0237], [-2.4885, -5.7893, 0.3988], [2.4436, 2.2980, -0.7748], [-0.1205, -5.8646, -0.3086], [-0.7328, 1.5394, -2.5477], [-3.0661, -0.1165, 0.8871], [7.0439, 1.1903, -0.3607], [3.6270, 1.7928, -1.9706], [0.7942, -0.2370, -2.7923], [1.5973, 1.2471, -3.2796], [-5.2239, -1.1442, 2.9620], [-1.1257, -5.3081, -1.6331], [0.0766, 0.0093, -0.3172], [4.1060, 1.8591, 0.6790]], "forces_ev_per_angstrom": [[1.2, -0.3, 0.1], [0.4, 0.6, -0.4], [0.1, 0.0, -0.1], [0.2, 0.0, 0.2], [-0.1, -0.1, 0.0], [-0.1, -0.1, -0.1], [0.2, 0.0, 0.3], [0.1, 0.0, 0.0], [0.0, 0.0, -0.1], [0.1, -0.3, -0.1], [-0.1, -0.5, -0.1], [-1.2, 0.2, 0.0], [0.1, 0.1, -0.1], [0.2, -0.4, 0.0], [-0.3, 0.1, -0.1], [-0.3, 0.1, -0.2], [-0.2, -0.1, 0.1], [0.1, -0.5, -0.1], [-0.1, 0.1, 0.2], [-0.4, -0.2, -0.3], [0.3, -0.1, 0.3], [0.0, -0.1, 0.0], [0.1, 0.1, 0.4], [0.1, 0.0, -0.1], [0.0, 0.0, 0.0], [0.0, 0.0, -0.1], [0.0, -0.1, 0.0], [-0.1, -0.1, -0.2], [-0.1, 0.1, 0.0], [0.0, 0.0, 0.0], [0.0, 0.1, 0.0], [-0.2, 0.2, 0.1], [0.0, 0.0, -0.1], [0.1, 0.1, 0.1], [0.0, 0.0, -0.1], [0.0, 0.1, 0.0], [-0.1, 0.1, -0.1], [-0.1, 0.3, 0.1], [0.0, 0.0, 0.0], [0.0, 0.0, 0.1], [-0.2, 0.1, -0.1], [0.0, 0.0, 0.0], [0.0, 0.0, 0.0], [-0.2, -0.1, 0.0], [0.1, 0.0, 0.0], [0.0, 0.3, -0.1], [-0.1, 0.0, 0.0], [0.1, 0.0, 0.1], [0.0, -0.1, -0.1], [0.0, -0.1, 0.1], [0.2, 0.0, 0.0], [0.0, 0.0, 0.0], [0.1, 0.0, 0.0], [0.1, 0.0, 0.2], [0.2, 0.0, 0.0]], "mulliken_charge": [-0.586, -0.440, -0.369, -0.419, -0.542, -0.462, 0.888, 0.306, -0.951, -0.482, -0.112, 0.590, 0.152, -0.310, -0.886, -0.952, -0.500, -0.582, -0.576, -0.731, -1.121, -1.287, 0.512, 0.255, 0.389, -0.478, 0.330, 0.264, 0.295, 0.270, 0.367, 0.323, 0.263, 0.353, 0.406, 0.307, 0.356, 0.158, 0.303, 0.211, 0.439, 0.170, 0.385, -0.192, 0.333, 0.327, 0.139, 0.260, 0.341, 0.453, 0.391, 0.340, 0.309, 0.342, 0.450]}

***

{"formula": "C20H26N5PdSb", "method": "the ωB97M-V functional and the def2-TZVPD basis", "homo_energy_ha": -0.2311, "spin_multiplicity": 1, "homo_lumo_gap_ev": 7.034, "lumo_ev": 0.74, "e_tot_ha": -1419.5469, "symbols": ["Sb", "Pd", "N", "N", "N", "N", "N", "C", "C", "C", "C", "C", "C", "C", "C", "C", "C", "C", "C", "C", "C", "C", "C", "C", "C", "C", "C", "H", "H", "H", "H", "H", "H", "H", "H", "H", "H", "H", "H", "H", "H", "H", "H", "H", "H", "H", "H", "H", "H", "H", "H", "H", "H"], "positions_angstrom": [[1.2671, 2.6809, -0.0136], [-0.2829, 0.3661, 0.0009], [-3.3599, 0.7003, 0.0657], [0.4927, 0.5581, 2.1890], [0.4888, 0.5343, -2.2003], [2.5412, -0.0436, -0.0019], [-1.5934, -1.7721, 0.0473], [-1.2607, 0.7304, 3.8021], [-3.7769, -0.6223, -0.3653], [-3.0190, -1.6979, 0.4058], [5.2053, 0.6948, -0.0060], [3.4937, -0.9740, 0.0025], [3.0221, -2.3991, 0.0130], [-1.2362, 0.7173, -3.8424], [4.2075, 1.6564, -0.0108], [0.2298, -1.3020, 3.7139], [-1.6529, 1.9566, 3.2657], [-0.9971, 2.4428, 2.1545], [-1.6414, 1.9378, -3.3012], [0.2561, -1.3125, -3.7482], [-0.2027, 0.0494, 3.2185], [4.8444, -0.6419, 0.0003], [-1.0000, 2.4192, -2.1800], [-0.1859, 0.0349, -3.2479], [0.0820, 1.6925, -1.6470], [0.0937, 1.7194, 1.6367], [2.8789, 1.2399, -0.0087], [-1.7657, 0.3163, 4.6655], [-1.4949, -2.1101, -0.9016], [4.4433, 2.7132, -0.0159], [-3.5217, -2.6549, 0.2235], [3.8545, -3.1012, 0.0049], [2.4127, -2.5715, 0.9021], [1.1518, -1.2246, 4.2935], [-1.1147, -2.4180, 0.6589], [-2.4506, 2.4976, -3.7559], [5.5986, -1.4187, 0.0044], [-0.5382, -1.7537, 4.3409], [-1.2983, 3.3515, -1.7139], [0.4676, -1.9636, -2.8990], [-1.2948, 3.3736, 1.6856], [-4.8527, -0.7924, -0.2326], [-3.7195, 1.4187, -0.5469], [-0.5147, -1.7663, -4.3707], [-2.4685, 2.5138, 3.7124], [1.1735, -1.2334, -4.3345], [2.3869, -2.5779, -0.8562], [-3.0899, -1.4796, 1.4744], [0.4328, -1.9532, 2.8626], [6.2495, 0.9829, -0.0058], [-3.6713, 0.8939, 1.0098], [-3.5438, -0.7199, -1.4298], [-1.7260, 0.3119, -4.7187]], "forces_ev_per_angstrom": [[-0.2, -0.7, 0.0], [-0.8, -0.3, 0.0], [0.1, 0.1, 0.0], [0.2, -0.1, 0.3], [0.2, -0.1, -0.3], [0.0, -0.1, 0.0], [-0.3, 0.3, 0.0], [0.1, -0.1, 0.0], [0.3, 0.0, 0.1], [0.0, -0.2, -0.1], [0.0, 0.0, 0.0], [0.0, 0.0, 0.0], [-0.1, 0.1, 0.0], [0.1, -0.1, 0.0], [-0.1, 0.0, 0.0], [0.0, 0.1, 0.0], [0.0, 0.1, -0.2], [-0.2, -0.1, 0.2], [0.0, 0.1, 0.2], [0.0, 0.1, 0.0], [-0.3, 0.1, 0.2], [0.1, 0.0, 0.0], [-0.2, -0.1, -0.1], [-0.3, 0.1, -0.2], [0.4, 0.5, 0.1], [0.3, 0.4, -0.1], [0.1, 0.2, 0.0], [0.0, 0.0, 0.0], [0.1, -0.1, 0.0], [0.1, 0.0, 0.0], [0.0, 0.0, 0.1], [0.0, 0.0, 0.0], [0.0, 0.0, 0.0], [0.0, 0.0, 0.0], [0.1, -0.1, 0.0], [0.0, 0.0, 0.0], [0.0, 0.0, 0.0], [0.0, 0.0, 0.0], [0.0, 0.0, 0.0], [0.0, 0.0, 0.0], [0.0, 0.0, 0.0], [0.0, -0.2, -0.1], [0.0, 0.1, 0.0], [0.0, 0.0, 0.0], [0.0, 0.0, 0.0], [0.0, 0.0, 0.0], [0.0, 0.0, 0.0], [0.0, 0.0, 0.0], [0.0, 0.0, 0.0], [0.0, 0.0, 0.0], [0.0, 0.0, 0.0], [-0.1, 0.0, 0.0], [0.0, 0.0, 0.0]], "mulliken_charge": [0.882, 0.057, -0.350, -0.234, -0.205, 0.399, -0.217, -0.434, -0.678, -0.635, -0.304, 0.423, -0.921, -0.496, -0.909, -1.218, -0.685, -0.794, -0.639, -1.200, 0.297, -0.722, -0.850, 0.270, 0.544, 0.538, 0.144, 0.386, 0.129, 0.385, 0.361, 0.410, 0.104, 0.312, 0.144, 0.407, 0.409, 0.376, 0.413, 0.132, 0.395, 0.364, 0.204, 0.383, 0.404, 0.317, 0.098, 0.359, 0.147, 0.397, 0.180, 0.335, 0.384]}